1.
59
Properties=species:S:1:pos:R:3:forces:R:3:mulliken_charge:R:1 method="wB97M-V/def2-TZVPD" total_charge=-1 total_energy_ev=-38062.6425 spin_multiplicity=1 largest_force_ev_per_a=0.56 orbital_gap_ev=7.715
C 1.861 -1.402 3.279 0.0 0.0 0.0 -1.515
C 1.358 -2.004 1.965 0.0 0.0 -0.1 0.933
C 2.466 -2.635 1.104 0.1 0.0 0.0 -1.057
C 2.295 -2.472 -0.418 -0.1 0.1 0.0 0.137
C 3.170 -1.375 -1.027 0.1 0.0 0.0 -1.344
C 3.020 0.012 -0.369 0.1 0.0 0.0 0.666
C 2.590 1.116 -1.342 0.0 0.0 0.1 -0.595
C 1.818 2.258 -0.687 -0.1 0.1 0.0 -1.614
C 0.529 1.907 0.068 -0.1 0.0 -0.1 0.091
C -0.767 1.527 -0.741 0.1 0.0 0.3 3.037
C -1.974 2.262 -0.103 0.0 0.0 0.0 -2.562
C -2.350 2.171 1.406 0.0 0.0 0.0 0.799
C -1.891 3.404 2.197 0.0 0.0 0.0 -1.726
C -1.937 0.903 2.170 -0.1 0.0 0.0 -1.379
O -0.704 2.002 -2.058 -0.1 0.1 0.1 -1.024
Al -0.695 0.686 -3.266 0.5 -0.1 0.1 1.532
O -0.318 -0.518 -1.965 0.0 0.0 0.0 -1.157
C -0.954 -0.041 -0.811 0.0 0.1 -0.1 0.950
C -2.413 -0.511 -0.854 -0.1 0.0 0.0 -0.938
C -2.484 -2.047 -0.947 0.0 0.0 0.0 -0.614
C -3.138 -2.594 -2.216 0.0 0.0 0.1 -1.237
I -1.755 -3.237 -3.715 0.1 0.0 -0.1 -0.047
H 2.715 -1.963 3.668 0.0 0.0 0.0 0.439
H 1.089 -1.398 4.051 0.0 0.0 0.0 0.353
H 2.185 -0.369 3.141 0.1 0.0 0.0 0.263
H 0.859 -1.228 1.381 0.0 -0.1 0.1 -0.682
H 0.588 -2.752 2.177 0.0 0.0 -0.1 0.534
H 2.528 -3.700 1.349 0.1 0.0 0.1 0.397
H 3.430 -2.203 1.399 0.0 0.0 0.0 0.406
H 1.250 -2.251 -0.661 0.0 0.0 0.0 -0.310
H 2.532 -3.417 -0.916 0.0 0.0 0.0 0.395
H 2.910 -1.284 -2.085 0.0 -0.1 0.0 0.542
H 4.216 -1.702 -0.984 0.0 0.0 0.0 0.353
H 3.965 0.302 0.104 -0.1 0.0 0.1 0.544
H 2.296 -0.054 0.446 0.0 0.0 -0.1 -0.728
H 1.997 0.684 -2.137 -0.3 -0.1 -0.2 0.052
H 3.483 1.539 -1.816 0.0 0.0 -0.1 0.493
H 2.489 2.737 0.041 -0.1 0.1 0.0 0.416
H 1.579 3.009 -1.442 0.0 0.0 0.0 0.378
H 0.284 2.785 0.671 0.0 0.0 0.0 0.113
H 0.763 1.120 0.793 -0.1 0.0 0.0 -0.253
H -1.785 3.314 -0.336 0.0 0.0 0.0 0.560
H -2.847 1.993 -0.702 0.0 0.0 0.0 0.314
H -3.446 2.191 1.430 0.0 0.1 0.0 0.374
H -2.073 4.325 1.639 0.0 0.0 0.0 0.399
H -2.430 3.472 3.146 0.0 0.0 0.0 0.466
H -0.825 3.356 2.430 0.0 0.0 0.0 0.291
H -0.909 0.617 1.964 0.1 0.0 0.0 0.090
H -2.572 0.049 1.929 0.1 0.0 0.0 0.325
H -2.020 1.072 3.248 0.0 0.0 0.0 0.532
H -2.130 0.475 -3.979 -0.1 0.0 0.0 -0.538
H 0.535 0.811 -4.306 -0.1 0.0 -0.1 -0.634
H -0.495 -0.497 0.082 0.0 0.0 -0.1 -0.511
H -2.965 -0.170 0.024 0.0 0.0 -0.1 0.226
H -2.897 -0.060 -1.726 0.0 0.0 0.0 0.562
H -3.061 -2.433 -0.100 0.0 0.0 0.0 0.375
H -1.475 -2.452 -0.857 0.0 0.0 0.0 0.195
H -3.734 -3.481 -2.024 0.0 0.0 0.0 0.484
H -3.756 -1.848 -2.709 0.0 0.0 0.0 0.450

2.
73
Properties=species:S:1:pos:R:3:forces:R:3:mulliken_charge:R:1 method="wB97M-V/def2-TZVPD" total_charge=+2 s_squared=12.012 total_energy_ev=-397571.8247 spin_multiplicity=7 largest_force_ev_per_a=5.00 orbital_gap_ev="5.963 / 5.923"
Co 2.252 2.447 -0.287 -0.9 -2.7 -0.9 1.005
Co -1.375 3.186 -2.086 0.6 -3.3 0.2 1.034
C -0.104 1.573 -0.496 0.4 4.7 1.7 1.551
O -1.364 1.839 -0.497 0.5 -1.0 -0.1 -0.026
O 0.692 1.282 0.463 -0.9 -0.9 -0.5 -0.156
O 0.520 2.304 -1.418 0.5 1.1 -1.8 -1.295
C 0.469 0.653 3.644 -0.4 -0.5 1.3 -0.914
C 1.762 0.031 3.167 -0.6 0.7 -1.2 0.886
O 2.655 -0.115 4.237 -0.1 -0.2 0.6 -0.339
C 3.761 -0.825 4.006 0.0 0.3 0.7 0.636
O 4.119 -1.224 2.935 0.1 -0.3 -0.8 -0.506
O 4.394 -0.969 5.153 -0.3 -0.2 0.2 -0.354
C 5.608 -1.708 5.108 1.2 0.4 0.1 -0.661
H 0.578 1.644 4.096 0.1 -0.1 -0.5 0.227
H 0.046 0.061 4.463 0.2 -0.2 -0.1 0.407
H -0.309 0.621 2.884 0.3 0.2 -0.3 -0.018
H 2.210 0.697 2.414 0.2 -0.1 0.0 -0.267
H 1.549 -0.908 2.648 0.2 -0.2 0.3 -0.052
H 6.334 -1.170 4.496 -0.1 -0.2 -0.3 0.305
H 5.507 -2.733 4.767 -0.3 0.0 -0.1 0.296
H 6.041 -1.700 6.105 -0.4 0.0 0.2 0.246
C -2.266 0.630 -3.815 1.0 -1.6 0.0 0.210
O -1.913 1.751 -3.363 0.0 1.4 0.3 -0.849
N -1.424 -0.256 -4.334 -0.6 0.3 -0.1 0.207
C -1.929 -1.529 -4.846 -0.6 0.1 -0.5 -0.806
C -0.039 0.012 -4.639 0.7 1.2 0.6 -0.927
H -3.274 0.208 -3.750 -0.1 0.7 0.2 0.341
H -1.513 -2.382 -4.316 0.1 0.1 0.2 0.224
H -1.690 -1.608 -5.908 0.2 0.0 0.1 0.387
H -3.017 -1.539 -4.802 0.1 -0.1 0.3 0.312
H 0.108 0.131 -5.711 0.0 -0.2 0.0 0.344
H 0.255 0.946 -4.151 -0.2 0.0 -0.2 0.203
H 0.658 -0.718 -4.227 -0.4 -0.5 -0.1 0.326
C -3.305 -0.215 -0.699 -0.5 0.8 0.4 0.554
O -3.143 -1.043 -1.576 -0.6 0.2 -0.8 -0.695
N -4.450 0.453 -0.432 0.5 -0.3 -0.6 0.291
C -4.563 1.167 0.815 0.6 0.7 0.3 -0.482
C -5.624 0.270 -1.255 -1.6 -0.5 1.1 -1.096
H -2.481 0.166 -0.076 -0.3 -0.6 0.2 -0.237
H -3.574 1.531 1.109 0.0 -0.4 0.0 -0.346
H -4.938 0.554 1.636 -0.2 0.0 -0.1 0.349
H -5.136 2.090 0.724 -0.4 -0.3 -0.1 0.443
H -6.469 0.007 -0.600 0.2 -0.1 0.1 0.414
H -6.012 1.177 -1.721 0.7 0.1 -0.4 0.326
H -5.534 -0.584 -1.914 0.3 0.2 -0.3 0.339
C 3.515 -0.102 -1.845 -0.5 -0.9 0.3 0.001
O 3.043 0.876 -1.215 0.1 1.5 0.7 -0.616
N 3.704 -1.291 -1.324 1.0 0.5 -0.2 0.438
C 4.229 -2.360 -2.187 -1.1 0.0 0.0 -0.876
C 3.711 -1.551 0.112 -0.2 0.0 0.3 -0.771
H 3.702 -0.028 -2.918 0.0 0.2 0.0 0.394
H 4.161 -1.977 -3.202 0.5 -0.3 -0.1 0.281
H 3.531 -3.196 -2.110 0.1 -0.1 0.0 0.313
H 5.215 -2.705 -1.891 0.1 0.3 0.0 0.314
H 4.729 -1.567 0.504 0.0 0.0 -0.2 0.512
H 3.171 -0.790 0.668 -0.1 -0.1 -0.2 -0.191
H 3.254 -2.526 0.280 0.0 0.0 0.1 0.388
Br -0.428 4.240 3.806 -0.4 -0.1 -0.3 -0.123
C -1.403 3.335 2.357 0.5 0.1 0.3 0.110
C -2.736 3.959 2.067 -0.5 0.6 -0.4 -0.599
Br -4.142 3.424 3.308 0.5 0.3 -0.1 -0.094
H -1.467 2.286 2.619 -0.1 0.0 0.1 0.190
H -0.720 3.409 1.512 -0.2 0.1 -0.1 -0.230
H -3.113 3.719 1.069 0.1 -0.5 0.1 0.168
H -2.678 5.046 2.033 0.0 0.0 0.5 0.545
Br 0.231 -3.423 -1.980 -0.2 0.0 -0.1 -0.189
C -0.935 -2.414 -0.787 0.9 0.5 0.7 0.352
C -0.105 -1.883 0.381 0.1 -1.0 -0.3 0.091
Br 0.275 -3.395 1.590 0.0 0.6 0.0 -0.080
H -1.714 -3.061 -0.402 -0.1 -0.2 -0.3 0.609
H -1.370 -1.595 -1.356 0.2 -0.4 0.0 -0.587
H -0.597 -1.086 0.929 -0.2 -0.1 0.2 0.014
H 0.866 -1.549 0.034 0.1 0.2 0.1 -0.201